{"formula": "C14H50N8O11", "method": "ωB97M-V/def2-TZVPD", "e_homo_ev": -8.87, "energy_ha": -1828.88866, "e_above_lowest_kcal_mol": 163.6, "mol_weight_g_mol": 506.6, "homo_lumo_gap_ev": 8.91, "smiles": "NC(N)=O.NC(N)=O.NC(N)=O.NC(N)=O.CCO.CCO.CCO.CO.CO.CO.CO", "largest_force_ev_per_a": 9.3, "lumo_energy_ev": 0.04, "elements": ["H", "C", "O", "H", "N", "O", "H", "O", "H", "H", "C", "H", "H", "H", "H", "C", "H", "H", "H", "H", "N", "N", "C", "H", "H", "N", "C", "H", "H", "O", "H", "H", "H", "C", "H", "C", "O", "H", "N", "H", "H", "H", "H", "O", "O", "O", "C", "H", "H", "H", "H", "C", "O", "H", "C", "N", "H", "N", "C", "C", "C", "O", "H", "H", "H", "H", "H", "H", "H", "N", "H", "H", "C", "H", "H", "H", "H", "O", "H", "H", "H", "H", "H"], "coordinates": [[3.701079, 3.337318, -4.315797], [-0.882317, -2.496268, -4.125863], [-2.353381, -3.598264, -0.711065], [4.069510, 2.091312, 0.728096], [-3.007937, -3.192111, 4.077977], [-3.616619, -0.821745, -2.726067], [0.995845, 2.212496, -5.579668], [4.093622, 3.958877, -1.797103], [0.017067, 0.794766, -2.403062], [2.463953, -1.446058, 1.473027], [0.848191, -1.195576, -0.099595], [-2.744936, -3.658039, 1.672642], [2.000958, -0.778493, 6.956226], [3.925355, 2.634986, 2.364821], [2.428249, -0.174803, 3.979888], [1.854513, -0.615386, 0.923751], [1.723005, 3.220099, 1.721454], [-1.815576, -0.207508, -2.151453], [2.052171, 1.400766, -2.023057], [-2.166462, 0.771170, 1.060069], [-1.973590, -3.115840, 2.117797], [0.451810, 0.302994, -3.106334], [-2.668451, -4.948110, -0.997108], [1.205808, 3.149798, -2.143650], [2.552235, 0.128482, 0.550936], [0.766760, 1.955566, -4.574873], [3.294830, 2.951426, -2.374404], [3.366333, 0.582969, 5.281692], [-1.134981, -2.836373, 1.530381], [-2.102815, 0.843865, 3.810071], [-1.245082, -1.543254, -4.278268], [1.833565, 1.202074, 5.123418], [-0.201201, 1.196742, 3.432350], [-1.347575, 1.267677, 1.567755], [-2.988984, -3.242815, -0.067069], [0.828974, 0.688313, -4.292122], [0.169277, -2.357214, 0.302938], [2.320927, 2.509620, -0.640968], [0.332435, 3.708788, -2.379109], [0.296791, -0.709002, -3.156449], [-0.694300, -0.401954, 2.774177], [-3.692083, -5.238524, -1.041636], [-2.130501, 1.761392, 3.953958], [2.161896, 2.840010, 0.981523], [-0.745971, -2.495379, 4.019755], [-0.710336, 1.940760, -1.232774], [-0.697629, 3.172874, -1.773629], [-3.713070, -3.851082, 3.835484], [-2.177311, -5.456067, -0.205463], [4.099612, 3.784082, 1.165034], [1.260986, -0.020035, 1.564726], [2.345055, 0.231965, 5.007911], [-0.457193, -2.543196, -2.784879], [0.624402, 2.633412, -3.797564], [-1.048251, 0.659974, 2.979107], [-1.766633, 3.849645, -1.986376], [-2.600060, 3.483009, -1.588952], [3.101147, 2.754934, -3.603128], [1.831486, -0.857762, 5.947539], [3.600816, 2.830237, 1.324731], [-2.806505, -0.328309, -1.723172], [0.461433, -0.748831, 5.757883], [-3.221745, 0.712009, -1.505331], [0.262215, -1.425361, 5.177120], [2.224017, 2.325396, -4.071267], [-2.731730, -0.890737, -0.779381], [0.139195, -3.080609, -0.332939], [-1.449870, 2.321416, 1.627679], [0.038051, -2.517888, -4.793096], [2.376641, 2.287640, -1.668754], [-2.846655, -3.242818, 5.086065], [1.504183, -1.441173, -0.952896], [-1.871123, -2.956161, 3.393066], [-0.352487, 1.102994, 0.958445], [-1.488206, -3.312721, -4.575738], [-2.189456, -5.259413, -1.919327], [0.327366, 4.721081, -2.580720], [1.211599, -0.275624, -5.240267], [0.256005, -0.347107, -0.455705], [-1.842060, 4.782425, -2.457313], [-1.291940, -2.732730, -2.335930], [1.934173, -1.948794, 5.611517], [-4.578514, -0.796225, -2.491686]], "atomic_forces_ev_per_a": [[-1.395, -1.625, 2.208], [2.896, -1.460, -2.533], [-0.897, 0.954, -0.450], [0.324, -0.608, -0.755], [0.075, 0.002, 3.011], [-2.013, -1.503, -0.900], [-0.590, -0.327, 2.023], [-3.732, -5.313, -2.903], [-1.380, 1.976, 1.809], [-1.277, 1.520, -0.859], [3.029, 0.355, -1.723], [1.219, 0.865, 1.071], [1.087, 0.472, 2.387], [-1.252, -0.467, -0.084], [-0.488, 0.649, 0.463], [0.209, -2.030, 0.838], [-0.832, 0.468, 0.751], [-0.060, -0.047, 0.180], [0.106, -0.326, 0.319], [-0.146, 0.062, -0.026], [1.090, -0.445, -4.407], [1.139, -3.966, -0.882], [1.231, -0.117, 0.156], [-0.110, 1.189, 0.230], [0.109, -0.262, -0.817], [0.223, 3.145, -2.638], [3.870, 6.341, 5.539], [-0.020, -0.618, -0.225], [-1.175, -0.488, 0.574], [-1.899, -2.203, 1.171], [-1.629, 1.846, -0.827], [-0.667, -0.857, -0.305], [0.381, -0.287, -0.405], [3.438, -1.727, 0.005], [0.356, -0.013, -0.697], [1.259, -6.771, -5.546], [-0.624, 0.094, 1.191], [-0.119, -0.657, -1.259], [2.788, 0.930, -0.466], [0.306, 0.343, 0.896], [-0.985, 1.033, 1.057], [-1.019, 0.275, -0.003], [-0.378, 1.718, 0.548], [2.405, -0.371, 0.554], [-5.256, -2.343, -3.147], [0.232, 5.139, -1.896], [0.445, -5.781, 1.215], [-0.199, -0.296, -0.886], [0.212, -1.396, 0.667], [-0.430, 0.217, -0.753], [-0.340, 0.248, 1.614], [2.907, 0.178, 0.483], [-0.738, -1.151, 0.423], [-0.741, -0.132, -1.261], [2.077, -0.024, -2.925], [-4.445, 2.819, -0.069], [-0.676, -0.083, 0.213], [1.839, 1.324, -8.457], [-1.133, -1.180, -3.518], [-0.065, 0.814, 0.785], [-0.422, 2.604, 0.858], [-1.655, 2.013, 2.256], [1.024, -1.018, 0.328], [-1.724, -1.939, -1.946], [2.265, 0.556, 1.293], [-0.186, -0.141, -0.329], [0.267, 0.640, -0.423], [-0.509, 1.116, -0.047], [-0.811, 0.050, 0.959], [-0.080, -0.818, 3.464], [0.010, 0.346, -0.505], [-0.524, -0.194, -0.089], [4.474, 2.198, 4.622], [-2.165, 0.390, 0.898], [-0.167, 0.391, 1.109], [0.065, 0.276, -0.215], [0.278, -1.123, 0.270], [-1.696, 5.081, 4.414], [-0.751, -0.482, 0.268], [0.426, -1.660, 0.812], [0.218, 0.149, 0.865], [1.622, 1.442, 0.475], [1.500, 0.020, -0.094]]}